1.
Computed, not measured: a 2-piece molecular cluster, C7H10 overall, with wB97M-V/def2-TZVPD.

Values from the calculation:
Relative energy (zero: lowest compared OMol25 entry of this formula, charge and spin) ... 591.7 kJ/mol
Frontier orbital gap (alpha / beta) ... 8.1 / 7.3 eV
LUMO level (alpha / beta) ... -0.062 / -0.406 eV
Multiplicity ... 1
HOMO energy (alpha / beta) ... -8.15 / -7.67 eV

CARTESIAN COORDINATES (ANGSTROEM)
C  0.4647  -3.6941  -1.7744
C  0.1423  -2.5625  -2.0600
C  -0.7371  -0.2231  0.1835
C  0.2920  -1.2174  -2.3746
C  -0.0908  0.7080  0.9200
C  -0.5404  2.2533  0.9377
C  0.9110  0.3209  1.7444
H  0.4992  -4.6666  -1.5642
H  -0.5649  -1.2885  0.3279
H  -1.6475  0.0766  -0.4270
H  -0.4781  -0.6209  -2.8472
H  -0.9339  2.5635  -0.1529
H  0.2472  2.7920  1.3541
H  -1.3405  2.3197  1.6870
H  1.4288  0.8860  2.4775
H  1.1466  -0.8198  -1.8464
H  1.3254  -0.7091  1.7356

Atomic forces in eV per Å
C -0.9 2.2 -0.5
C 0.8 0.9 -0.6
C -2.6 -0.6 -1.7
C -0.5 -0.5 0.8
C -0.3 2.9 0.5
C -1.9 -2.9 -2.2
C 1.5 -1.8 0.6
H 0.3 -3.2 0.8
H 0.1 0.3 -0.2
H 1.3 -0.5 0.8
H 0.3 0.0 0.0
H 1.1 -0.4 2.7
H 1.4 1.3 0.0
H -0.2 0.1 -0.5
H 0.1 1.1 0.3
H 0.0 0.7 -0.4
H -0.7 0.5 -0.2


2.
Computed, not measured: C20H26N4O5 in the gas phase, with wB97M-V/def2-TZVPD.

Values from the calculation:
Relative energy (zero: lowest compared OMol25 entry of this formula, charge and spin) ... 204.0 kJ/mol
Frontier orbital gap ... 8.6 eV
LUMO level ... 0.625 eV
Multiplicity ... 1
HOMO energy ... -8.01 eV
Structure (SMILES) ... COCCN(CCOC)C(=O)CN1C(=O)N[C@H](Cc2c[nH]c3ccccc23)C1=O

CARTESIAN COORDINATES (ANGSTROEM)
C  1.8680  3.3480  3.0778
O  1.8581  2.2418  3.9518
C  0.8038  1.3388  3.7460
C  0.9381  0.5075  2.4487
N  -0.0116  0.8886  1.4153
C  -1.4165  0.6014  1.6460
C  -1.6561  -0.7392  2.3669
O  -3.0247  -1.0481  2.4366
C  -3.5429  -1.6895  1.2891
C  0.4714  1.5621  0.3492
O  1.6692  1.7108  0.1720
C  -0.5106  2.2150  -0.6385
N  -0.6317  1.4588  -1.8636
C  -1.5817  0.4572  -2.0720
O  -2.4235  0.1157  -1.2764
N  -1.4190  0.0206  -3.3376
C  -0.2550  0.5803  -3.9702
C  0.9032  -0.4346  -4.0987
C  1.4313  -0.7930  -2.7472
C  2.4950  -0.2003  -2.1267
N  2.6604  -0.7172  -0.8782
C  1.6775  -1.6297  -0.6408
C  1.4211  -2.4077  0.4812
C  0.3452  -3.2679  0.4331
C  -0.4491  -3.3706  -0.7128
C  -0.1902  -2.6164  -1.8339
C  0.8788  -1.7196  -1.8101
C  0.1414  1.6715  -2.9774
O  0.9525  2.5427  -3.1257
H  2.0716  3.0545  2.0435
H  2.6646  4.0014  3.4271
H  0.9124  3.8859  3.1159
H  0.8360  0.6766  4.6140
H  -0.1572  1.8736  3.7481
H  0.8267  -0.5538  2.6666
H  1.9380  0.6717  2.0414
H  -1.9293  0.5329  0.6869
H  -1.8849  1.3969  2.2399
H  -1.1087  -1.5371  1.8460
H  -1.3228  -0.6822  3.4073
H  -4.5989  -1.8548  1.4913
H  -3.4334  -1.0830  0.3879
H  -3.0455  -2.6536  1.1300
H  -1.5023  2.3707  -0.2145
H  -0.0596  3.1747  -0.9124
H  -1.8902  -0.8011  -3.6750
H  -0.5008  1.0055  -4.9491
H  0.5413  -1.3190  -4.6278
H  1.6948  0.0306  -4.6865
H  3.1468  0.5660  -2.4980
H  3.3075  -0.3586  -0.1972
H  2.0507  -2.3422  1.3564
H  0.1171  -3.8872  1.2888
H  -1.2768  -4.0647  -0.7158
H  -0.7993  -2.7305  -2.7189

Atomic forces in eV per Å
C 0.0 0.0 -0.1
O 0.1 0.0 0.1
C 0.0 -0.2 -0.1
C 0.2 0.1 0.3
N 0.1 -0.1 0.1
C -0.6 -0.1 0.1
C 0.2 0.1 -0.1
O -0.1 0.2 0.2
C 0.0 0.0 -0.1
C -0.2 0.1 -0.1
O 0.2 0.3 -0.3
C 0.1 0.1 0.1
N 0.0 0.1 0.3
C -0.2 0.1 0.0
O -0.2 -0.1 0.2
N -0.1 -0.2 -0.3
C 0.3 0.0 -0.5
C 0.0 0.3 0.3
C 0.3 0.1 -0.2
C -0.1 -0.1 -0.3
N 0.4 0.0 0.1
C -0.4 -0.3 -0.2
C 0.0 0.0 0.1
C 0.1 0.0 0.1
C -0.2 -0.1 -0.1
C 0.0 0.0 0.1
C 0.2 0.0 0.4
C -0.2 -0.1 -0.3
O 0.2 0.1 -0.1
H 0.0 0.0 0.0
H 0.0 0.1 -0.1
H 0.0 0.0 0.0
H -0.1 0.0 -0.1
H 0.0 0.0 0.0
H 0.0 0.0 0.0
H -0.1 -0.1 0.1
H 0.1 0.1 0.2
H 0.0 -0.1 0.0
H 0.0 0.1 0.1
H 0.1 -0.1 -0.1
H 0.0 -0.1 -0.1
H 0.0 0.0 0.0
H 0.0 0.0 0.0
H 0.1 0.0 -0.1
H -0.1 -0.2 0.1
H 0.0 0.0 0.2
H 0.1 0.1 0.2
H 0.0 0.0 -0.1
H 0.0 0.0 -0.1
H 0.1 0.2 0.0
H -0.1 0.0 0.0
H 0.0 0.0 0.1
H 0.0 0.0 0.1
H -0.1 -0.1 0.0
H -0.1 0.0 -0.1


3.
Computed, not measured: a 2-piece molecular cluster, C3H5O4 overall, with wB97M-V/def2-TZVPD.

Values from the calculation:
Relative energy (zero: lowest compared OMol25 entry of this formula, charge and spin) ... 0.0 kJ/mol
Frontier orbital gap (alpha / beta) ... 11.1 / 6.4 eV
LUMO level (alpha / beta) ... 0.730 / -3.949 eV
Multiplicity ... 2
⟨S²⟩ ... 0.75
HOMO energy (alpha / beta) ... -10.34 / -10.34 eV

CARTESIAN COORDINATES (ANGSTROEM)
O  1.3453  0.7515  0.7812
C  1.9098  0.0446  -0.0354
O  1.5453  -1.1613  -0.3597
H  2.7940  0.3725  -0.5845
H  0.4901  -1.1898  -0.2160
O  -0.8600  -1.1158  -0.0763
C  -1.1841  0.0774  -0.1541
O  -0.9399  0.6972  -1.2350
C  -1.9140  0.7251  0.9588
H  -2.1986  1.7552  0.7491
H  -2.8136  0.1378  1.1089
H  -1.3051  0.7001  1.8499

Atomic forces in eV per Å
O 0.0 -0.1 -0.5
C 0.1 0.5 0.7
O -1.0 -0.1 -0.4
H 0.3 0.1 0.1
H 1.9 -0.7 0.0
O -0.8 0.2 -0.4
C -0.5 -0.7 1.2
O 0.1 0.3 -0.5
C -0.4 0.8 -0.3
H 0.1 0.0 -0.1
H -0.1 -0.1 0.1
H 0.3 -0.1 0.1


4.
Computed, not measured: C29H54ClOPTl as an isolated structure, with wB97M-V/def2-TZVPD.

Values from the calculation:
Relative energy (zero: lowest compared OMol25 entry of this formula, charge and spin) ... 86.9 kJ/mol
Frontier orbital gap ... 5.4 eV
LUMO level ... 2.534 eV
Multiplicity ... 1
HOMO energy ... -2.82 eV
Charge ... -1

CARTESIAN COORDINATES (ANGSTROEM)
Tl  0.0546  0.3794  4.6864
Cl  1.5988  -1.4044  3.3815
P  -0.2863  -0.1093  -0.8792
C  -0.8038  -1.2584  0.3852
H  -0.0262  -1.4126  1.1524
H  -1.7205  -0.9100  0.9003
C  1.5185  0.1803  -0.8460
C  -1.0053  1.5776  -0.7096
C  2.1725  0.4438  -2.2139
H  1.6555  1.1038  -0.2552
C  3.6494  0.8207  -2.0146
H  2.0917  -0.4476  -2.8551
H  1.6740  1.2652  -2.7491
C  4.4116  -0.2315  -1.2081
H  4.1337  0.9592  -2.9892
H  3.7041  1.7785  -1.4764
C  3.7085  -0.6025  0.1068
H  4.5114  -1.1472  -1.8072
H  5.4204  0.1229  -0.9707
C  2.2278  -0.9398  -0.1033
H  4.1959  -1.4532  0.6091
H  3.7585  0.2542  0.8050
H  2.0920  -1.8974  -0.6324
H  1.8180  -1.0621  0.9073
C  -0.8008  -1.0018  -2.4122
C  -2.5333  1.6038  -0.9167
H  -0.7961  1.8247  0.3469
C  -3.1344  3.0258  -0.8382
H  -2.7909  1.1339  -1.8804
H  -3.0149  0.9701  -0.1583
C  -2.3997  4.0618  -1.6986
H  -4.1832  2.9771  -1.1586
H  -3.1282  3.3711  0.2076
C  -0.8843  4.0372  -1.4708
H  -2.6042  3.8417  -2.7548
H  -2.8060  5.0706  -1.5216
C  -0.2797  2.6365  -1.5768
H  -0.4082  4.6756  -2.2226
H  -0.6571  4.4723  -0.4858
H  -0.2772  2.3124  -2.6301
H  0.7791  2.7033  -1.3006
C  -0.0996  -2.3510  -2.4207
H  -1.8675  -1.1823  -2.2027
C  -0.7816  -3.2989  -3.4322
H  0.9677  -2.2304  -2.6780
H  -0.1299  -2.7985  -1.4182
C  -0.8830  -2.6767  -4.8270
H  -0.2276  -4.2482  -3.4642
H  -1.7963  -3.5313  -3.0637
C  -1.4308  -1.2475  -4.8191
H  0.1159  -2.6772  -5.2787
H  -1.5071  -3.3110  -5.4627
C  -0.7339  -0.3357  -3.7883
H  -1.3366  -0.8136  -5.8208
H  -2.5064  -1.2867  -4.5893
H  0.3147  -0.1674  -4.0810
H  -1.2122  0.6538  -3.7862
C  -0.2611  -4.0557  1.1386
C  -1.4182  -3.2975  1.0252
H  0.3903  -4.2336  0.2769
C  -2.4754  -3.4743  2.1207
H  -1.8338  -3.0352  0.0477
C  -1.8503  -3.5844  3.5143
H  -3.2250  -2.6656  2.0935
H  -3.0395  -4.4207  1.9583
C  -0.7864  -4.6825  3.5656
H  -1.3839  -2.6256  3.7796
H  -2.6182  -3.7844  4.2694
C  0.2790  -4.4897  2.4633
H  -0.3014  -4.6809  4.5487
H  -1.2492  -5.6776  3.4694
H  1.0127  -3.7248  2.8280
H  0.8592  -5.4205  2.3410
C  0.5213  4.4531  2.6307
C  0.5929  3.2917  3.6325
C  2.0771  3.1875  4.0179
C  -0.3169  3.6387  4.8344
O  0.1920  2.1152  3.0445
H  0.7642  5.4030  3.1240
H  -0.4670  4.5537  2.1719
H  1.2857  4.3143  1.8270
H  2.3681  3.9672  4.7247
H  2.3546  2.2054  4.4216
H  2.6726  3.3226  3.1034
H  -1.3580  3.5106  4.5437
H  -0.1327  2.9878  5.6993
H  -0.1739  4.6792  5.1649

Atomic forces in eV per Å
Tl 0.0 0.1 -0.6
Cl 0.2 0.2 0.2
P -0.7 -1.1 2.5
C 1.1 3.4 -0.4
H -0.4 0.4 -0.6
H 0.3 0.1 -0.4
C 0.1 0.2 -0.3
C 0.0 0.7 -0.5
C 0.2 0.1 -0.1
H -0.2 -0.3 0.0
C 0.0 -0.1 0.1
H 0.1 0.2 0.2
H 0.1 -0.3 0.1
C 0.0 -0.4 0.3
H -0.1 0.1 0.1
H -0.1 -0.1 -0.1
C -0.2 0.2 -0.2
H 0.0 0.1 0.0
H 0.0 0.0 -0.2
C 0.4 -0.3 0.6
H 0.0 0.3 -0.2
H 0.0 -0.3 -0.2
H 0.2 0.2 0.1
H -0.1 0.0 -0.4
C -0.1 0.8 -0.1
C 0.0 0.0 -0.1
H 0.0 -0.2 -0.1
C 0.1 0.0 0.1
H 0.1 0.3 0.0
H 0.2 0.1 -0.1
C 0.0 -0.3 -0.2
H 0.1 0.0 0.2
H 0.0 -0.2 -0.2
C -0.2 0.2 0.1
H 0.1 0.0 0.0
H 0.1 -0.3 0.0
C -0.2 -0.1 -0.2
H 0.0 0.1 0.1
H 0.0 -0.2 -0.1
H -0.2 0.2 0.1
H -0.2 -0.1 0.1
C 0.0 -0.8 -0.3
H 0.1 0.0 0.1
C 0.0 0.2 0.3
H -0.3 0.0 -0.1
H 0.0 0.2 -0.2
C 0.3 -0.1 0.0
H -0.2 0.2 -0.1
H 0.3 0.1 0.0
C 0.0 0.1 0.1
H 0.0 0.1 0.0
H 0.0 0.0 -0.1
C 0.1 -0.1 -0.3
H -0.1 0.0 0.1
H 0.1 0.1 0.0
H -0.3 -0.1 0.0
H 0.0 -0.2 0.0
C -1.9 1.1 -0.1
C 0.2 -4.6 -0.5
H -0.1 0.4 0.2
C 0.1 0.4 0.3
H 0.3 -0.7 0.6
C 0.1 0.2 0.0
H 0.3 -0.1 0.0
H 0.3 0.5 -0.3
C 0.2 -0.1 -0.3
H 0.0 -0.1 -0.1
H 0.0 0.0 -0.1
C 0.7 0.1 0.7
H 0.0 0.1 -0.1
H -0.1 0.2 -0.1
H -0.5 -0.6 -0.3
H -0.2 0.2 0.1
C 0.4 0.4 -0.6
C -0.1 -0.2 -0.3
C 0.4 0.2 0.1
C 0.4 0.4 0.3
O -0.2 -0.7 0.1
H 0.0 0.0 0.0
H 0.0 -0.1 0.1
H -0.7 0.0 0.4
H 0.1 0.1 0.1
H -0.3 0.2 0.1
H 0.0 -0.1 0.3
H -0.1 0.0 -0.1
H 0.0 0.1 -0.2
H 0.0 -0.2 0.0


5.
Computed, not measured: a 3-piece molecular cluster, C5H14NO2 overall, with wB97M-V/def2-TZVPD.

Values from the calculation:
Relative energy (zero: lowest compared OMol25 entry of this formula, charge and spin) ... 237.2 kJ/mol
Frontier orbital gap ... 9.0 eV
LUMO level ... -4.641 eV
Multiplicity ... 1
HOMO energy ... -13.65 eV
Charge ... +1

CARTESIAN COORDINATES (ANGSTROEM)
C  -1.7171  -2.5218  -2.1933
C  -0.5342  -1.9000  -1.4750
C  -0.8199  -0.7618  -0.5708
C  0.1449  -0.2136  0.1662
N  -0.1379  0.9050  0.9896
C  0.6329  1.3475  1.8947
H  -1.4516  -2.9413  -3.1585
H  -2.4929  -1.7712  -2.3817
H  -2.2019  -3.3155  -1.6189
H  0.2901  -1.6954  -2.1687
H  0.0641  -2.6694  -0.9565
H  -1.7840  -0.2668  -0.6619
H  1.1406  -0.6205  0.2157
H  -1.0863  1.2724  0.9636
H  1.6314  0.9655  2.0727
H  0.2842  2.1169  2.5485
H  -0.8061  0.5218  5.1184
H  -0.6736  2.0756  5.1642
O  -0.8419  1.3219  4.5872
H  3.4516  2.0958  -3.3837
H  2.6167  1.3878  -4.4113
O  2.9497  1.2813  -3.5068

Atomic forces in eV per Å
C -0.7 0.1 0.0
C 1.1 -1.4 -0.2
C 0.7 0.6 -0.6
C -0.8 -0.2 -0.2
N 0.2 -0.8 0.2
C 0.4 0.5 0.5
H 0.2 0.0 0.0
H 0.1 0.0 -0.1
H 0.2 0.1 0.1
H -0.5 1.0 -0.4
H -0.7 0.0 0.5
H -0.1 -0.2 0.2
H 0.2 0.2 0.2
H 0.0 0.1 -0.2
H -0.1 -0.2 -0.4
H -0.2 0.4 0.2
H 0.0 0.1 0.2
H -0.1 -0.3 0.2
O 0.1 0.2 -0.5
H 0.1 -0.1 0.2
H 0.0 -0.2 0.3
O -0.1 0.3 -0.4


6.
Computed, not measured: C2H2N4 in the gas phase, with wB97M-V/def2-TZVPD.

Values from the calculation:
Relative energy (zero: lowest compared OMol25 entry of this formula, charge and spin) ... 242.1 kJ/mol
Frontier orbital gap ... 8.8 eV
LUMO level ... -0.825 eV
Multiplicity ... 1
HOMO energy ... -9.65 eV
Structure (SMILES) ... c1nncnn1

CARTESIAN COORDINATES (ANGSTROEM)
C  -0.7310  0.6804  -0.8269
N  -1.1303  -0.4926  -0.4029
N  -0.3441  -1.2715  0.3342
C  0.6985  -0.6432  0.8331
N  1.2680  0.4083  0.2045
N  0.6305  1.0467  -0.7300
H  -1.5868  1.3259  -1.1240
H  1.1951  -1.0540  1.7120

Atomic forces in eV per Å
C 1.0 0.0 1.0
N -0.2 -0.3 -0.3
N -0.3 0.3 0.4
C 0.3 0.1 -0.4
N -0.2 0.1 -0.2
N -2.1 -0.2 0.3
H 1.4 -0.1 -0.4
H 0.0 0.1 -0.4


The electronic energy results, record by record, are as follows: -272.49265 -1372.99096 -418.20822 -2186.65866 -403.85101 -296.33266 hartree.